Record 1
C7H14 | ωB97M-V/def2-TZVPD

Values from the calculation:
- HOMO-LUMO gap: 9.819 eV
- SMILES string: C/C=C(\C)CCC
- Energy above the lowest of the compared OMol25 structures with the same formula, charge and spin: 83.18 kcal per mole
- LUMO level: 1.0 eV
- HOMO: -0.3226 Eh

Geometry as XYZ:
```
21
Properties=species:S:1:pos:R:3:forces:R:3
C -1.4031 -2.2961 -1.4302 -0.305 0.554 -2.957
C -0.2100 -1.3251 -0.9959 -3.565 2.557 1.011
C -0.3330 0.0608 -0.8389 -1.115 -1.291 0.078
C -1.3730 0.9638 -1.5954 0.834 -1.132 2.882
C 0.5429 0.9617 0.0800 -0.500 -0.421 0.916
C 0.8409 0.2179 1.5360 3.170 1.109 -2.762
C 1.8870 0.9950 2.4285 3.312 -0.471 -0.695
H -1.0407 -3.0399 -2.3448 -1.074 1.670 2.630
H -2.0738 -2.8179 -0.6749 1.912 0.196 -0.264
H -2.2622 -1.6711 -1.8776 1.581 -0.624 0.087
H 0.4343 -1.7112 -0.2734 1.388 -1.130 0.565
H -2.3389 0.4541 -1.6846 0.498 0.192 -1.123
H -1.5506 1.8684 -0.9830 0.062 -0.474 -0.401
H -0.6779 1.2146 -2.3566 -0.663 0.584 -1.954
H -0.0292 1.9377 0.2252 0.847 -1.287 0.014
H 1.4529 1.2370 -0.5217 -0.357 -0.343 1.121
H 1.3128 -0.7288 1.1203 -0.827 0.752 1.414
H -0.0035 0.1055 2.1944 -0.684 -0.402 -0.485
H 2.0785 0.4449 3.3942 -0.960 1.008 -0.571
H 3.1110 1.0590 2.1207 -3.398 -0.424 -0.175
H 1.6356 2.0696 2.4776 -0.158 -0.623 0.669
```
Forces are in eV/Å.

***

Record 2
C3H3NO2 | ωB97M-V/def2-TZVPD

Values from the calculation:
- HOMO-LUMO gap: 9.635 eV
- Energy above the lowest of the compared OMol25 structures with the same formula, charge and spin: 84.51 kcal per mole
- LUMO level: 0.2 eV
- HOMO: -0.3478 Eh

Geometry as XYZ:
```
9
Properties=species:S:1:pos:R:3:forces:R:3
C -0.8951 -0.2972 0.1374 1.451 -0.276 0.173
O -0.4122 0.7897 -0.5176 -0.046 0.644 -0.374
C 0.9796 0.8748 -0.5520 0.435 0.431 -0.252
O 1.5111 1.7897 -1.0936 -0.188 -0.556 0.332
C 1.6511 -0.3363 0.1772 -1.063 -0.591 0.317
N 0.6179 -0.9963 0.5577 -3.841 2.018 -1.209
H 0.1854 -1.7641 1.0065 1.890 -1.536 0.932
H -1.4896 -0.0174 1.0332 0.664 -0.255 -0.275
H -1.4998 -0.9524 -0.5261 0.696 0.120 0.356
```
Forces are in eV/Å.

***

Record 3
C14H16O | ωB97M-V/def2-TZVPD

Values from the calculation:
- HOMO-LUMO gap: 8.995 eV
- SMILES string: Cc1ccc(O)cc1.Cc1ccccc1
- Energy above the lowest of the compared OMol25 structures with the same formula, charge and spin: 27.91 kcal per mole
- LUMO level: 0.8 eV
- HOMO: -0.3017 Eh

Geometry as XYZ:
```
31
Properties=species:S:1:pos:R:3:forces:R:3
C -0.1219 0.6849 -3.8137 -2.081 0.498 0.168
C -0.8711 0.9916 -2.5311 1.695 0.019 -0.478
C -0.7655 2.1902 -1.8254 -0.649 -1.217 0.407
C -1.6396 2.3585 -0.7570 0.005 0.600 -1.341
C -2.6745 1.4494 -0.5020 0.028 0.386 0.025
O -3.5493 1.9107 0.4198 -0.833 0.411 1.072
C -2.7598 0.2476 -1.1804 1.184 0.175 -0.274
C -1.7731 0.0329 -2.1564 -1.358 -0.879 0.940
H 0.0003 -0.3707 -3.9021 0.594 -0.705 -0.122
H 0.7203 1.2634 -4.1120 0.788 0.364 0.260
H -0.9395 0.9286 -4.4940 0.371 -0.048 -0.839
H -0.0253 2.9348 -2.0928 -0.131 0.018 0.042
H -1.6723 3.3595 -0.3627 -0.149 -0.043 0.784
H -4.3674 1.4202 0.5781 0.541 -0.318 -0.489
H -3.4697 -0.5478 -0.9935 -0.177 0.264 0.255
H -1.7845 -0.9734 -2.5826 0.187 0.467 -0.369
C 2.6994 -3.1590 2.4859 -0.345 0.245 -0.289
C 2.0216 -1.8377 2.1463 0.413 -0.051 1.188
C 0.7069 -1.7629 1.7245 -0.814 -1.010 -0.697
C 0.0774 -0.5547 1.5102 0.877 1.203 -0.466
C 0.8325 0.6284 1.4704 -0.654 -1.022 0.678
C 2.1685 0.5273 1.8317 0.053 1.327 1.222
C 2.7172 -0.6297 2.3688 -0.912 -0.521 -1.224
H 2.2033 -4.0021 1.9357 0.864 0.705 0.388
H 2.7156 -3.4058 3.5545 -0.428 0.174 -0.090
H 3.7497 -2.9726 2.2534 0.006 -0.805 -0.408
H 0.0889 -2.6578 1.4709 0.813 0.481 0.650
H -0.9677 -0.5437 1.3247 -0.763 0.098 -0.281
H 0.3656 1.6118 1.3900 0.155 -0.385 -0.460
H 2.6715 1.4921 1.9225 0.319 -0.385 0.001
H 3.6426 -0.6136 2.9182 0.402 -0.044 -0.253
```
Forces are in eV/Å.

***

Record 4
C41H45B11Br6N3NaO2Se2Si | ωB97M-V/def2-TZVPD

Values from the calculation:
- HOMO-LUMO gap: 5.287 eV
- LUMO level: 3.2 eV
- HOMO: -0.0781 Eh
- Charge: -2

Geometry as XYZ:
```
112
Properties=species:S:1:pos:R:3:forces:R:3
Na 0.6235 0.8065 -0.7402 0.240 -0.083 0.034
C 5.2528 1.5659 -0.8601 0.645 -0.679 0.231
C 5.4658 2.4388 0.1984 0.228 0.514 0.485
C 4.3732 3.0591 0.8092 0.323 -0.307 -0.859
C 3.0984 2.7899 0.3055 -0.140 0.426 1.024
N 2.8884 1.8913 -0.6323 0.288 -0.413 -0.616
C 3.9444 1.2858 -1.1848 -0.495 0.212 0.058
C 1.8696 3.4772 0.8609 0.682 -0.026 0.040
C 1.9138 4.5633 1.7232 0.532 0.545 0.126
C 0.7329 5.1911 2.1007 0.672 0.588 0.497
C -0.4510 4.7388 1.5888 0.169 -0.750 -0.368
C -0.4136 3.6432 0.7328 0.239 0.062 -0.037
N 0.7162 3.0108 0.4274 -0.838 -0.249 -0.606
H 6.0518 0.9613 -1.3395 -0.528 0.747 0.420
H 6.4729 2.6561 0.5819 -0.419 -0.184 -0.275
H 4.5092 3.7592 1.6117 0.100 0.079 0.222
H 3.7307 0.5296 -1.9149 -0.232 -0.237 -0.279
H 2.8585 4.9916 2.0569 -0.183 -0.241 -0.065
H 0.7676 6.0675 2.7690 -0.019 -0.537 -0.337
H -1.3825 5.1624 1.8499 -0.847 0.491 0.128
H -1.3063 3.2524 0.2603 -0.155 -0.030 0.163
Br 1.2357 0.0861 -3.7744 0.298 0.033 0.126
B -0.0658 1.4417 -4.2971 0.458 -0.316 -0.402
B -1.7300 0.9836 -4.2531 -0.695 -0.486 0.028
C -2.5777 2.4257 -3.9152 -0.535 -0.686 -0.178
B -1.1093 2.1310 -3.0880 -0.095 0.401 -0.592
B -1.5524 3.7299 -3.6452 -0.790 0.221 -0.490
B -2.5350 3.5673 -5.1931 0.283 -0.393 0.916
B -2.6398 1.7946 -5.5345 0.809 0.840 0.088
B -0.9470 1.2300 -5.8322 -0.770 0.000 0.217
Br -0.6173 -0.2306 -7.0751 0.031 -0.102 -0.014
B -1.4462 2.8370 -6.3950 -0.744 0.058 -0.038
Br -1.7537 3.3099 -8.2841 0.177 -0.149 0.155
B -0.8430 4.0340 -5.2261 0.050 0.028 -0.359
Br -0.3923 5.8215 -5.8542 0.165 0.212 0.054
B 0.0492 3.1795 -3.9754 0.335 -0.161 0.483
Br 1.5663 4.0560 -3.1259 0.167 -0.055 0.134
B 0.1340 2.5903 -5.6395 0.295 0.332 -0.242
Br 1.7550 2.7203 -6.6911 0.260 0.020 -0.085
H -2.0968 -0.0605 -3.8314 -0.050 0.042 -0.078
H -3.5060 2.3221 -3.3311 0.693 0.185 -0.232
H -1.1326 1.8232 -1.9660 0.000 0.069 0.477
H -1.8485 4.5704 -2.8992 -0.106 0.332 0.307
H -3.3947 4.3767 -5.2803 -0.079 -0.263 -0.311
H -3.5787 1.3254 -6.0600 -0.237 -0.076 0.154
O -6.1812 -0.7439 2.5218 0.245 -0.246 0.993
C -5.8188 -0.0565 1.3355 -0.213 0.293 -0.286
C -4.6682 -0.6694 0.5037 -0.612 0.432 0.554
C -5.2284 -1.8390 -0.2685 -0.421 -0.250 -1.386
O -4.2126 -2.5807 -0.9653 -0.515 0.214 -0.213
C -4.1923 0.4875 -0.4036 0.115 -0.092 0.359
Se -3.4343 2.0425 0.5660 -0.138 -0.175 -0.236
C -3.5951 -1.2123 1.4344 1.088 0.060 0.053
Se -1.9041 -1.6296 0.4138 0.141 -0.197 0.421
H -5.6539 -0.3644 3.2578 -0.442 -0.422 -0.819
H -5.4682 0.9313 1.6241 -0.206 0.275 -0.269
H -6.7408 0.0233 0.6997 0.713 -0.034 0.463
H -6.0133 -1.5126 -1.0166 0.599 -0.113 0.759
H -5.6980 -2.5435 0.4239 0.049 0.005 -0.070
H -3.7686 -1.9591 -1.5644 -0.116 -0.246 0.194
H -5.0313 0.8157 -1.0247 0.033 -0.055 0.004
H -3.3884 0.1313 -1.0357 0.067 -0.065 -0.371
H -3.9086 -2.1072 1.9979 0.071 0.313 -0.457
H -3.2214 -0.4739 2.1396 -0.508 0.192 -0.057
C 1.5134 -4.0485 4.6343 1.351 -0.751 1.735
C 2.1922 -2.8410 4.4568 -0.034 0.269 -0.363
C 1.7227 -1.9349 3.4880 -0.398 -1.148 0.779
C 0.5759 -2.2747 2.7568 0.168 -0.105 -0.089
C 0.0017 -3.5443 2.9000 -0.249 0.184 -0.705
C 0.4687 -4.4387 3.8430 -0.721 -0.527 -0.076
Si -0.3907 -0.8985 1.9515 0.575 0.101 -1.093
C -1.2772 -0.1623 3.3660 -0.304 0.955 0.726
C -1.7963 -0.9451 4.3797 0.115 -0.641 -0.131
C -2.3578 -0.3610 5.4882 -0.056 0.310 0.874
C -2.3355 1.0216 5.6427 -0.648 -0.045 0.324
C -1.8636 1.8292 4.6287 0.047 0.538 0.536
C -1.3523 1.2322 3.5072 0.116 -0.657 -0.659
H 1.8183 -4.7477 5.4612 -0.079 0.814 -0.896
H 3.0711 -2.6173 5.0776 -0.455 -0.021 -0.304
H 2.1739 -0.9650 3.3667 0.157 0.185 -0.036
H -0.8214 -3.8179 2.2326 0.120 0.133 0.278
H -0.0132 -5.4197 4.0208 0.307 0.698 -0.297
H 0.5113 0.2240 1.5718 -0.083 -0.196 -0.063
H -1.7230 -2.0325 4.2930 -0.159 0.259 0.136
H -2.7538 -0.9704 6.2882 -0.077 -0.108 0.064
H -2.7574 1.4841 6.5319 0.073 -0.160 -0.003
H -1.8712 2.9186 4.7465 -0.047 -0.412 -0.177
H -1.0418 1.8305 2.6797 0.327 0.390 -0.365
N 1.7516 -1.1069 -0.2422 -0.321 0.453 -0.119
C 2.3842 -2.1789 -0.2765 0.227 0.481 0.500
C 3.8615 -2.2374 0.1124 -0.469 0.362 -0.682
C 4.7420 -3.0422 -0.5902 -0.067 -0.820 0.118
C 6.0841 -3.0817 -0.2620 1.117 -0.119 -0.218
C 6.6121 -2.2128 0.6879 -0.376 0.665 0.641
C 5.7321 -1.3256 1.3475 -0.223 -0.730 -0.705
C 4.3660 -1.3499 1.0484 0.612 0.336 0.428
C 1.7319 -3.4834 -0.5671 -0.520 -0.915 -0.203
C 2.1055 -4.6449 0.0961 -0.155 -0.555 -0.304
C 1.3933 -5.8378 -0.0792 0.094 0.224 0.508
C 0.2789 -5.8981 -0.8955 -0.092 0.309 -0.010
C -0.1181 -4.7356 -1.5505 0.065 0.246 -0.406
C 0.6106 -3.5649 -1.4041 0.017 0.296 0.070
H 4.3409 -3.7227 -1.3433 0.144 0.163 0.138
H 6.7701 -3.7908 -0.7516 -0.426 0.378 0.063
H 7.6846 -2.1880 0.9275 -0.515 -0.159 -0.149
H 6.0814 -0.6260 2.0869 0.259 0.154 0.142
H 3.6908 -0.6286 1.5154 0.061 -0.306 -0.143
H 2.9738 -4.6332 0.7382 0.016 -0.011 0.205
H 1.6567 -6.6979 0.5225 0.176 -0.143 -0.088
H -0.2908 -6.8141 -0.9919 0.009 -0.012 -0.010
H -0.9901 -4.7060 -2.2048 0.143 -0.186 0.205
H 0.2907 -2.6592 -1.9140 0.048 -0.074 0.087
```
Forces are in eV/Å.

***

Record 5
C11H14BrP | ωB97M-V/def2-TZVPD

Values from the calculation:
- HOMO-LUMO gap (alpha / beta): 7.314 / 7.315 eV
- Energy above the lowest of the compared OMol25 structures with the same formula, charge and spin: 33.25 kcal per mole
- LUMO level (alpha / beta): -1.8 / -1.8 eV
- HOMO (alpha / beta): -0.3352 / -0.3352 Eh

Geometry as XYZ:
```
27
Properties=species:S:1:pos:R:3:forces:R:3
C -3.3079 -1.9578 1.1361 1.969 0.550 -1.297
C -3.1129 -0.5753 1.1663 -0.681 -1.009 0.552
C -2.5216 -2.6820 0.2039 -0.999 -0.142 0.617
C -2.2552 0.0526 0.3168 0.204 -3.535 -0.738
C -1.6102 -2.0772 -0.6652 -0.463 1.776 0.620
C -1.4981 -0.6350 -0.6035 -0.189 -1.937 -0.400
C 2.9606 1.6464 -0.0092 2.456 -1.654 -1.429
C 2.5633 0.6328 1.0669 -0.561 -0.352 -0.787
C 2.1372 1.3256 -1.2519 -0.222 1.839 -0.572
C 1.3693 -0.0885 0.4189 -1.194 -1.695 2.604
C 0.8634 0.8468 -0.5807 -0.599 1.703 -1.528
P -0.3118 0.0495 -1.7484 -0.005 1.622 -0.752
Br -1.4200 2.5857 -2.9497 0.752 -1.909 1.133
H -3.8975 -2.5562 1.8014 -0.542 0.303 0.257
H -3.5992 0.1079 1.8131 -0.820 0.051 0.879
H -2.8210 -3.7313 0.2410 0.960 -0.026 -0.580
H -2.2335 1.0367 0.3635 0.380 4.569 0.050
H -0.9392 -2.5855 -1.3469 -0.394 -0.382 -0.033
H 2.7170 2.5247 0.4771 -0.308 2.493 -0.055
H 4.0431 1.6588 -0.3532 -1.058 0.030 1.037
H 3.3861 -0.0184 1.3049 0.008 -0.332 0.600
H 2.1716 1.2174 1.8766 0.290 -0.136 0.961
H 1.8650 2.3160 -1.7338 0.748 -1.410 -0.342
H 2.6803 0.5765 -1.9008 -0.873 0.880 0.465
H 1.7270 -0.9870 -0.0080 0.500 -1.119 -0.992
H 0.5108 -0.4810 1.0524 1.263 0.770 0.002
H 0.5337 1.7978 -0.0879 -0.622 -0.948 -0.271
```
Forces are in eV/Å.

***

Record 6
C6H11N3O | ωB97M-V/def2-TZVPD

Values from the calculation:
- HOMO-LUMO gap: 9.616 eV
- SMILES string: Cc1c[nH]cn1.CC(N)=O
- Energy above the lowest of the compared OMol25 structures with the same formula, charge and spin: 15.64 kcal per mole
- LUMO level: 0.7 eV
- HOMO: -0.3266 Eh

Geometry as XYZ:
```
21
Properties=species:S:1:pos:R:3:forces:R:3
C 1.3257 1.9166 -1.2838 -0.542 -0.143 -0.326
C -0.0325 1.8543 -0.6566 0.167 -1.076 0.643
C -1.1863 1.5242 -1.3132 -0.123 0.972 0.147
N -2.1905 1.5871 -0.3654 -0.439 0.893 -0.084
C -1.6234 2.0263 0.7818 1.696 -1.668 1.181
N -0.3038 2.0118 0.6844 0.041 1.191 -0.767
H 1.4649 1.0130 -1.8696 0.274 -0.128 -0.050
H 2.1911 2.0780 -0.6504 -0.276 -0.029 0.411
H 1.2645 2.7292 -1.9868 0.383 0.448 -0.441
H -1.4120 1.6245 -2.3571 -0.069 -0.591 -0.233
H -3.1741 1.5838 -0.5749 0.020 -0.043 0.042
H -1.9645 2.0576 1.8097 -1.110 0.053 -0.488
C 2.2931 -2.3878 0.3897 -0.199 -0.414 0.098
C 0.8094 -2.6155 0.5064 -0.709 0.430 -0.561
N 0.1052 -1.6573 1.1682 -0.335 0.887 0.597
O 0.2358 -3.5571 -0.0069 0.260 -0.215 0.117
H 2.6902 -1.9601 1.3000 0.229 0.159 0.126
H 2.5257 -1.7565 -0.4616 -0.103 0.245 -0.057
H 2.7288 -3.3571 0.1957 0.266 -0.181 0.059
H -0.9010 -1.6632 1.1774 -0.011 -0.570 -0.278
H 0.4494 -0.7499 1.4430 0.581 -0.221 -0.138
```
Forces are in eV/Å.